One molecule with the formula C10H12N2S, computed with wB97M-V/def2-TZVPD.

XYZ file:
```
25
Properties=species:S:1:pos:R:3
C 2.89432 1.37454 0.93522
N 3.16365 0.25382 0.07497
C 3.23907 -0.88612 0.84638
C 2.25852 0.14910 -1.11244
C 0.87047 0.12019 -0.72995
C 0.05998 1.15013 -0.52767
C -1.33442 0.75889 -0.21016
C -2.48356 1.50252 -0.05946
N -3.62962 0.94690 0.23112
C -3.67605 -0.40661 0.53039
C -2.55972 -1.21439 0.37852
C -1.39436 -0.63474 -0.02764
S 0.13543 -1.45090 -0.34470
H 3.85774 1.55548 1.48520
H 2.66614 2.35210 0.30891
H 2.00002 1.38540 1.63657
H 2.33541 -1.14507 1.41528
H 4.06381 -0.80118 1.47501
H 3.52105 -1.77109 0.19307
H 2.47471 -0.79500 -1.63166
H 2.43643 0.94030 -1.89714
H 0.32068 2.16950 -0.85040
H -2.53900 2.56501 -0.19861
H -4.61346 -0.85648 0.95405
H -2.67407 -2.27069 0.34306
```

Calculated values
- SMILES: CN(C)Cc1cc2cnccc2s1
- Kohn-Sham gap: 9.19 eV
- Highest occupied orbital energy: -8.520 eV

=====

A 2-piece molecular cluster, C10H12N4O5 overall, computed with wB97M-V/def2-TZVPD.

XYZ file:
```
31
Properties=species:S:1:pos:R:3
N 3.01678 -1.20620 -1.74084
C 1.76237 -0.92506 -1.08555
N 1.77333 0.01900 -0.01063
N 3.00521 -0.11481 0.71602
C 2.64633 0.03606 1.93790
O 2.35856 -0.05991 3.03712
N 0.64317 -1.49885 -1.44539
C -0.68529 -1.30430 -0.81537
O -1.06104 0.06688 -0.67372
C -2.47663 0.16250 -0.80402
C -3.42175 -0.73280 -0.07179
C -4.89229 -0.66198 -0.23798
C -5.48160 0.33507 -1.17030
C -4.56101 1.25655 -1.86975
C -3.07857 1.18548 -1.70193
H 2.84193 -1.69977 -2.62314
H 3.57538 -1.79942 -1.10359
H 1.75263 0.95504 -0.45861
H 0.69844 -2.15962 -2.23164
H -1.44118 -1.84598 -1.46585
H -0.66626 -1.78403 0.21183
H -2.93638 -1.49642 0.60443
H -5.50421 -1.39958 0.35562
H -6.59046 0.34662 -1.30319
H -4.98184 2.03707 -2.55092
H -2.43069 1.90050 -2.27090
C 5.46286 2.38289 3.90462
O 4.32752 2.80161 4.26106
O 5.36081 1.17783 3.22595
O 6.59078 2.85636 4.05696
H 4.39312 1.16931 3.32361
```

Calculated values
- Kohn-Sham gap: 3.69 eV
- Highest occupied orbital energy: -6.062 eV

=====

C10H12N6O6Re as an isolated structure, computed with wB97M-V/def2-TZVPD.

XYZ file:
```
35
Properties=species:S:1:pos:R:3
Re -0.10204 -0.50590 0.42469
O -1.10943 3.67004 0.58068
C -0.98403 2.47170 0.10803
O -0.62584 1.52690 0.82003
C -1.35925 2.37068 -1.34888
O -1.24793 1.05808 -1.84021
C -0.22524 0.84642 -2.78937
C 1.13997 0.61766 -2.16303
O 2.19627 0.72124 -2.66417
O 1.02963 0.17292 -0.82039
H -0.88805 3.72055 1.52775
H -0.75991 3.09731 -1.90670
H -2.40036 2.69947 -1.42233
H -0.13305 1.66722 -3.50271
H -0.48156 -0.06288 -3.33480
C 2.38393 -5.51198 0.03675
N 1.53448 -4.35640 -0.23611
C 0.78122 -4.19048 -1.47464
C 0.12839 -2.84943 -1.24967
O -0.59419 -2.20523 -1.96592
N 0.52956 -2.37200 0.00057
C 1.38944 -3.29857 0.54045
N 1.98235 -3.13583 1.70941
H 2.01387 -6.35363 -0.54255
H 2.32304 -5.78390 1.08957
H 3.41814 -5.31191 -0.24328
H 0.03893 -4.97871 -1.61106
H 1.43490 -4.16276 -2.34882
H 1.81152 -2.30818 2.25455
H 2.64771 -3.80392 2.06392
N -1.70169 -1.02601 1.15739
C -2.90007 -1.34187 1.23268
N -4.02424 -1.62452 1.37273
C -5.28497 -1.98270 1.39148
N -6.39163 -2.29440 1.40768
```

Calculated values
- Multiplicity: 2
- Charge: +2
- Kohn-Sham gap (alpha / beta): 7.43 / 7.40 eV
- Highest occupied orbital energy (alpha / beta): -16.447 / -16.130 eV

=====

C10H12NO4RuS2 as an isolated structure, computed with wB97M-V/def2-TZVPD.

XYZ file:
```
30
Properties=species:S:1:pos:R:3
Ru 0.74956 0.26530 -0.13618
C 0.78154 -3.16222 -0.54195
C -0.04049 -1.90883 -0.40243
C -0.52110 -1.48134 0.85609
C -1.36384 -0.37959 0.99680
C -1.86975 0.03618 2.34632
C -1.72655 0.34436 -0.16158
C -1.23275 0.00819 -1.41411
C -1.60902 0.78755 -2.64467
C -0.37241 -1.12162 -1.51010
H 1.77538 -3.03182 -0.11602
H 0.88980 -3.44015 -1.58793
H 0.30235 -3.98856 -0.01708
H -0.24043 -2.05047 1.73456
H -1.35638 0.93783 2.68690
H -1.71578 -0.74606 3.08533
H -2.93305 0.26931 2.29218
H -2.39721 1.19194 -0.07185
H -1.23230 1.80848 -2.59049
H -2.69408 0.83968 -2.73627
H -1.21009 0.32135 -3.54221
H -0.00405 -1.41564 -2.48497
S 3.78977 3.01703 -0.11757
C 2.84967 1.96786 -1.06501
N 2.09964 1.18556 -1.46149
O 2.26954 0.55133 1.39153
S 1.79174 1.89562 1.80394
O 1.70096 2.20282 3.17304
O 0.60787 2.11932 0.93884
O 2.91147 2.97660 1.29637
```

Calculated values
- Charge: +1
- Kohn-Sham gap: 7.67 eV
- Highest occupied orbital energy: -12.635 eV